Below is a structure of composition C41H57CrF3N4O8, with properties calculated with the ωB97M-V functional and the def2-TZVPD basis.

The geometry in XYZ format:
```
114
Properties=species:S:1:pos:R:3
Cr 0.9195 -0.1775 0.5574
C -2.0370 3.0089 -1.6962
N -0.8735 2.2460 -2.0979
C -0.0447 3.0530 -2.9746
C -1.1896 0.9983 -2.7741
C -2.1553 0.0720 -2.0531
N -1.5922 -0.8000 -1.0084
C -1.4200 -2.1422 -1.5786
C -0.5505 -3.2196 -0.9494
C -1.0058 -4.5326 -1.0495
C -0.1809 -5.6134 -0.7651
C 1.1376 -5.3346 -0.4096
C 1.6475 -4.0469 -0.2933
C 0.7511 -2.9879 -0.4996
O 1.1203 -1.7143 -0.3866
C 3.1419 -3.7921 -0.0890
C 3.6706 -2.9242 -1.2397
C 3.9441 -5.0969 -0.0941
C 3.4090 -3.0883 1.2381
C -0.6227 -7.0710 -0.9073
C 0.1861 -7.7402 -2.0266
C -0.3626 -7.8232 0.4042
C -2.1048 -7.1958 -1.2609
C -2.5171 -0.7730 0.1226
C -2.3061 -1.8203 1.1711
C -3.2573 -2.8186 1.3194
C -3.1820 -3.7413 2.3500
C -2.1108 -3.6011 3.2225
C -1.1210 -2.6253 3.1201
C -1.2095 -1.7297 2.0344
O -0.3346 -0.7243 1.8470
C -0.0838 -2.6187 4.2551
C 0.9757 -1.5235 4.1821
C 0.6474 -3.9721 4.2588
C -0.8207 -2.4421 5.5919
C -4.2292 -4.8262 2.5962
C -4.9596 -4.5411 3.9142
C -5.2621 -4.8860 1.4716
C -3.5474 -6.1941 2.6924
H -2.7449 3.1744 -2.5308
H -1.7093 3.9844 -1.3340
H -2.5761 2.5206 -0.8836
H -0.5898 3.3290 -3.8979
H 0.8508 2.5000 -3.2539
H 0.2666 3.9635 -2.4677
H -0.2500 0.4675 -2.9530
H -1.6361 1.2204 -3.7654
H -2.6340 -0.5552 -2.8211
H -2.9742 0.6500 -1.6250
H -0.9950 -1.9761 -2.5748
H -2.4145 -2.5925 -1.7483
H -2.0240 -4.6877 -1.3812
H 1.8097 -6.1676 -0.2604
H 3.4412 -3.3859 -2.2031
H 4.7559 -2.8348 -1.1575
H 3.2413 -1.9239 -1.2333
H 3.8010 -5.6641 -1.0156
H 3.6903 -5.7417 0.7494
H 5.0045 -4.8545 -0.0116
H 2.8974 -2.1313 1.3023
H 4.4774 -2.8885 1.3467
H 3.0953 -3.7134 2.0766
H 1.2538 -7.7245 -1.8071
H 0.0326 -7.2215 -2.9738
H -0.1203 -8.7816 -2.1492
H 0.6985 -7.8328 0.6507
H -0.6968 -8.8606 0.3221
H -0.8877 -7.3564 1.2360
H -2.3212 -6.7581 -2.2360
H -2.7433 -6.7069 -0.5261
H -2.3848 -8.2508 -1.3003
H -3.5582 -0.8745 -0.2341
H -2.4286 0.2214 0.5711
H -4.0830 -2.8327 0.6200
H -2.0523 -4.2798 4.0635
H 1.5782 -1.5969 3.2865
H 1.6360 -1.6347 5.0466
H 0.5436 -0.5251 4.2073
H 1.0751 -4.1786 3.2774
H -0.0165 -4.7987 4.5117
H 1.4565 -3.9561 4.9919
H -1.3502 -1.4882 5.6140
H -0.1019 -2.4489 6.4140
H -1.5482 -3.2336 5.7730
H -5.4615 -3.5730 3.8764
H -4.2652 -4.5230 4.7543
H -5.7091 -5.3111 4.1113
H -5.8245 -3.9553 1.3896
H -5.9741 -5.6903 1.6680
H -4.7913 -5.0827 0.5075
H -2.8405 -6.2339 3.5208
H -2.9962 -6.4099 1.7795
H -4.2883 -6.9824 2.8441
O 1.7601 5.7112 1.6258
C 0.7870 5.2635 0.7953
O 0.3226 5.9702 -0.0511
C 0.3607 3.8651 1.0835
C -0.5088 3.4570 2.0741
N -0.5960 2.1103 1.9999
N 0.2072 1.6510 1.0557
C 0.7838 2.6704 0.4714
C 1.7820 2.2611 -0.5669
O 2.5136 3.0717 -1.0974
O 1.7557 0.9751 -0.7663
H 2.0690 4.9595 2.1546
H -1.0697 4.0200 2.7982
H -0.9713 1.4339 2.6496
F 4.2781 -0.6174 3.5436
C 3.9771 0.6868 3.4723
F 4.0257 1.1674 4.7217
F 4.9669 1.2845 2.7807
C 2.6126 0.9664 2.7809
O 1.9265 1.8710 3.2209
O 2.4087 0.1793 1.8084
```

total charge: -1
HOMO energy (spin up / spin down): -0.1919 / -0.1910 Ha
⟨S²⟩: 0.7764
multiplicity: 2
LUMO energy (spin up / spin down): 2.3 / 2.3 eV
strongest force on any atom: 0.774 eV Å⁻¹

Below is a cluster of 3 separate species, C41H57NO6S in total in a non-equilibrium geometry, with properties calculated with the ωB97M-V functional and the def2-TZVPD basis.

The geometry in XYZ format:
```
106
Properties=species:S:1:pos:R:3
C -5.6697 0.5687 -0.1820
C -4.7139 1.2561 -0.9760
C -4.1455 2.6831 -0.6232
C -2.9383 3.1110 -1.5027
C -3.1030 4.3232 -2.3275
C -1.9858 4.7413 -3.1719
C -0.7416 3.9654 -3.2132
C 0.3856 4.4685 -4.1872
O 0.7368 3.4638 -5.1423
C -0.4091 2.8604 -5.7496
C -0.0990 2.2797 -7.1953
C -1.3832 1.4148 -7.5811
C -0.5512 2.7319 -2.4046
C -1.6809 2.3480 -1.5663
S -1.6153 0.8519 -0.5505
C 0.0972 0.3102 -0.7305
C 0.5339 -0.8110 0.0963
C 1.8972 -1.3505 0.0273
C 2.2257 -2.5331 0.9898
C 2.7552 -3.8399 0.2905
C 1.6249 -4.6282 -0.5258
C 1.4419 -4.1026 -2.0061
C 0.0319 -3.3995 -2.2494
C -0.4937 -3.5627 -3.7296
C 2.8235 -0.7029 -0.9113
C 4.3111 -1.1711 -1.0411
C 5.0628 -1.2965 0.3201
C 5.8533 -2.5194 0.5636
C 6.5798 -2.7366 1.8216
C 6.5357 -1.7412 2.9045
C 5.7652 -0.5164 2.6641
C 5.0471 -0.2982 1.3927
C 4.2724 1.0483 1.2318
C 2.3680 0.4220 -1.7352
O 3.2683 1.0107 -2.6399
C 0.9898 0.9695 -1.6744
N 0.7079 2.0524 -2.5829
H -6.7681 0.5910 -0.4214
H -5.2998 -0.0139 0.7023
H -4.3179 0.7689 -1.9133
H -5.0026 3.3892 -0.8259
H -3.9052 2.8157 0.4839
H -4.0468 4.9195 -2.3399
H -2.0991 5.6453 -3.8233
H 1.2576 4.8223 -3.5738
H -0.0287 5.3458 -4.7690
H -1.2606 3.5895 -5.8999
H -0.7201 1.9885 -5.1071
H 0.8417 1.6779 -7.2304
H -0.0267 3.1838 -7.8675
H -1.4622 1.2709 -8.6861
H -2.3133 1.8974 -7.1578
H -1.2844 0.4395 -7.0265
H -0.1916 -1.2775 0.8007
H 2.9908 -2.1573 1.7225
H 1.2932 -2.8141 1.5567
H 3.0446 -4.5473 1.1271
H 3.6783 -3.7010 -0.3218
H 1.9773 -5.7007 -0.5386
H 0.6938 -4.5291 0.1066
H 2.2862 -3.3990 -2.2478
H 1.5214 -4.9495 -2.7499
H 0.2229 -2.2956 -2.1105
H -0.7247 -3.7954 -1.5234
H -0.8374 -4.6044 -3.9544
H -1.4038 -2.8949 -3.8164
H 0.2358 -3.2034 -4.5019
H 4.9346 -0.5363 -1.7230
H 4.2856 -2.1953 -1.5178
H 5.9250 -3.3491 -0.1882
H 7.1944 -3.6487 2.0196
H 7.0707 -1.8699 3.8751
H 5.7123 0.2631 3.4674
H 4.5254 1.5916 0.2808
H 3.1695 0.8445 1.2804
H 4.5053 1.7139 2.1127
H 4.0960 1.2289 -2.1687
H 1.4297 2.7638 -2.3958
C -6.3103 -0.3317 5.1768
C -5.2290 -0.3844 4.1160
O -5.3775 0.6854 3.1720
C -4.9130 1.9308 3.3615
C -4.4289 2.3308 4.7320
O -4.9536 2.7340 2.4627
H -6.2598 0.5889 5.7605
H -6.2192 -1.1782 5.8597
H -7.2984 -0.3587 4.7134
H -4.2228 -0.3943 4.5386
H -5.3320 -1.3075 3.5439
H -5.2327 2.8454 5.2587
H -3.5836 3.0083 4.6110
H -4.0722 1.4997 5.3361
C 2.0094 -0.3842 4.2891
C 0.7745 0.3279 4.8045
O -0.4180 -0.1841 4.1936
C -1.0719 -1.2819 4.6112
C -0.4095 -2.1944 5.6120
O -2.1413 -1.5629 4.1318
H 1.9913 -1.4493 4.5256
H 2.9118 0.0499 4.7239
H 2.0697 -0.3029 3.2014
H 0.6961 0.2991 5.8935
H 0.8262 1.3814 4.5257
H 0.0705 -3.0173 5.0822
H -1.1791 -2.5907 6.2744
H 0.3190 -1.6990 6.2496
```

total charge: 0
HOMO energy: -0.2386 Ha
SMILES: C=CCc1ccc(COCCC)c2c1Sc1cc(CCCCCC)c(Cc3ccccc3C)c(O)c1N2.CCOC(C)=O.CCOC(C)=O
LUMO energy: 0.3 eV
strongest force on any atom: 3.556 eV Å⁻¹

Below is a structure of composition C41H58AgO9P2, with properties calculated with the ωB97M-V functional and the def2-TZVPD basis.

The geometry in XYZ format:
```
111
Properties=species:S:1:pos:R:3
Ag -1.6987 -0.2411 -0.4178
C 2.1886 2.6020 -0.2939
C 1.6270 1.9250 0.9314
C 2.0492 2.5752 2.2283
O 2.1660 0.5429 0.9760
P 1.5260 -0.6738 0.2222
O 0.7145 -0.3679 -0.9621
C 0.6375 -1.6993 1.4125
P -0.1844 -0.8156 2.7457
O -1.0262 0.2789 2.2678
O -0.8502 -1.9318 3.6620
C -1.9754 -2.8126 3.3622
C -3.0302 -2.1492 2.5106
C -1.4502 -4.1005 2.7531
O 0.9962 -0.3329 3.6907
C 1.6093 -1.0812 4.7542
C 3.0666 -0.6612 4.7830
C 0.8878 -0.7931 6.0558
O 2.7702 -1.6485 -0.0450
C 3.9253 -1.3035 -0.8572
C 3.5863 -0.4130 -2.0355
C 5.0069 -0.7165 0.0332
H 1.8309 3.6316 -0.3192
H 1.8247 2.1035 -1.1926
H 3.2820 2.6137 -0.2690
H 0.5409 1.8570 0.8434
H 3.1394 2.5888 2.3121
H 1.6303 2.0405 3.0781
H 1.6837 3.6037 2.2417
H 1.3460 -2.4049 1.8556
H -0.1061 -2.2662 0.8466
H -2.3700 -3.0206 4.3590
H -2.7155 -2.0244 1.4732
H -3.2936 -1.1637 2.8919
H -3.9275 -2.7703 2.4969
H -1.1448 -3.9533 1.7161
H -2.2466 -4.8467 2.7540
H -0.6100 -4.4905 3.3298
H 1.5325 -2.1462 4.5149
H 3.1441 0.4038 5.0069
H 3.5295 -0.8380 3.8115
H 3.6116 -1.2208 5.5444
H 0.9277 0.2750 6.2746
H 1.3647 -1.3334 6.8762
H -0.1540 -1.1016 5.9918
H 4.2525 -2.2780 -1.2297
H 3.3361 0.5974 -1.7122
H 2.7501 -0.8077 -2.6098
H 4.4648 -0.3572 -2.6826
H 4.6868 0.2407 0.4425
H 5.9172 -0.5619 -0.5497
H 5.2330 -1.3917 0.8591
C 1.4392 7.7886 0.9211
C 0.6518 6.5861 0.4721
C 0.0079 5.7697 1.3926
C -0.7433 4.6644 0.9978
C -1.4179 3.7972 2.0241
C -0.8555 4.3746 -0.3611
C -0.2184 5.1848 -1.3038
C -0.3240 4.8393 -2.7631
C 0.5290 6.2761 -0.8783
C -1.6459 3.1561 -0.8405
O -2.7697 3.3717 -1.3019
O -1.0356 2.0534 -0.7285
H 1.8841 7.6261 1.9044
H 0.8040 8.6758 0.9925
H 2.2440 8.0183 0.2207
H 0.1023 5.9881 2.4536
H -0.8949 3.8514 2.9819
H -1.4414 2.7538 1.7098
H -2.4494 4.1218 2.1818
H 0.1163 3.8567 -2.9526
H 0.1854 5.5779 -3.3844
H -1.3705 4.7753 -3.0639
H 1.0337 6.8938 -1.6164
C -3.7120 -0.8302 -0.5840
C -4.8846 -1.1553 -0.6697
C -6.2670 -1.5027 -0.7489
C -7.2562 -0.6397 -0.2593
C -8.5965 -0.9818 -0.3253
C -8.9901 -2.1922 -0.8821
C -8.0213 -3.0565 -1.3754
C -6.6796 -2.7182 -1.3109
H -6.9493 0.3064 0.1668
H -9.3416 -0.2946 0.0586
H -10.0394 -2.4565 -0.9335
H -8.3133 -4.0027 -1.8165
H -5.9238 -3.3908 -1.6960
C 3.2614 -2.1561 -6.3171
C 2.4252 -2.4750 -5.1095
C 1.1824 -1.8906 -4.9260
C 0.3948 -2.1425 -3.8039
C -0.9164 -1.4320 -3.6839
C 0.9003 -3.0206 -2.8274
C 0.1783 -3.2925 -1.5726
O -0.9640 -3.0130 -1.2962
C 2.1604 -3.6309 -3.0004
C 2.7424 -4.5871 -1.9873
C 2.8973 -3.3549 -4.1404
H 2.6905 -1.5928 -7.0542
H 3.6313 -3.0665 -6.7915
H 4.1308 -1.5566 -6.0375
H 0.8031 -1.2052 -5.6758
H -1.1676 -0.9503 -4.6281
H -0.8448 -0.6537 -2.9195
H -1.7288 -2.0852 -3.3759
H 0.7966 -3.7987 -0.8100
H 2.9528 -4.0914 -1.0361
H 3.6775 -4.9988 -2.3665
H 2.0733 -5.4229 -1.7781
H 3.8638 -3.8299 -4.2763
```

total charge: -1
HOMO energy: -0.1721 Ha
LUMO energy: 2.1 eV
strongest force on any atom: 0.975 eV Å⁻¹

Below is a cluster of 7 separate species, C41H58BrClNO17PS in total in a non-equilibrium geometry, with properties calculated with the ωB97M-V functional and the def2-TZVPD basis.

The geometry in XYZ format:
```
121
Properties=species:S:1:pos:R:3
C -0.2559 4.2258 -1.9043
C -1.3936 3.4978 -1.9276
C -1.7723 2.6927 -0.7455
C -0.8711 1.7354 -0.2892
C -1.1930 0.9939 0.8337
C -2.3967 1.1695 1.4948
C -3.3238 2.0971 1.0409
C -2.9915 2.8397 -0.0751
Br -4.2491 4.1140 -0.6894
C -2.6239 0.3354 2.7140
O -3.6828 -0.2006 2.9528
C -1.3960 0.2050 3.5811
C -1.4502 0.3050 4.9831
S -2.9618 0.5132 5.8745
C -0.2497 0.2320 5.6956
C -0.1719 0.3662 7.2023
O 0.3322 -0.8144 7.8283
N -0.5556 -1.8824 7.5407
O 0.0012 -2.9005 7.5716
C 0.9428 0.0609 5.0114
C 1.0239 -0.0335 3.6269
P 2.7798 -0.1611 3.0888
O 2.7438 -0.6038 1.5588
Cl 3.1316 1.8816 2.8470
C -0.1762 0.0279 2.9126
C -0.2881 -0.0493 1.4124
O 0.1674 -0.9169 0.7091
H 0.4647 4.2299 -2.7142
H -0.0411 4.8300 -1.0261
H -2.0856 3.5223 -2.7654
H 0.0715 1.5815 -0.7949
H -4.2602 2.2328 1.5631
H -3.6619 1.1571 4.9376
H -1.1403 0.6552 7.6074
H 0.4983 1.1995 7.4094
H 1.8610 0.0122 5.5905
H 3.1363 -1.4925 1.4175
C 3.9747 3.2573 11.2980
C 3.2182 2.2553 10.4514
O 2.0347 2.8206 9.8783
C 2.0362 3.5086 8.7192
C 3.3481 3.9461 8.1103
O 0.9816 3.8107 8.2317
H 4.3314 4.0982 10.7031
H 4.8344 2.7817 11.7704
H 3.3242 3.6581 12.0751
H 3.8458 1.8110 9.6778
H 2.8611 1.4367 11.0738
H 3.5677 4.9573 8.4506
H 3.2297 3.9577 7.0297
H 4.1896 3.2996 8.3451
C 1.8380 -7.1201 0.6903
C 3.1699 -6.6649 1.2414
O 3.4038 -5.2640 1.0117
C 2.9556 -4.3120 1.8201
C 1.9443 -4.6284 2.8909
O 3.3262 -3.1765 1.6278
H 1.0040 -6.6203 1.1828
H 1.7138 -8.1931 0.8236
H 1.7695 -6.8924 -0.3729
H 3.2835 -6.8989 2.3008
H 3.9836 -7.1661 0.7210
H 0.9493 -4.4434 2.4867
H 2.1145 -3.9553 3.7284
H 1.9960 -5.6468 3.2651
C -3.9103 4.5980 -7.4209
C -3.7424 4.2652 -5.9533
O -2.5055 3.5943 -5.6899
C -1.3462 4.2563 -5.4805
C -1.2718 5.7285 -5.7960
O -0.3936 3.6268 -5.1076
H -3.1449 5.2935 -7.7641
H -4.8869 5.0511 -7.5963
H -3.8297 3.6909 -8.0211
H -3.8451 5.1473 -5.3200
H -4.5112 3.5602 -5.6398
H -0.9013 5.8529 -6.8127
H -0.5673 6.1874 -5.1063
H -2.2120 6.2590 -5.6994
C -2.8182 8.7024 -10.9574
C -3.7977 8.1207 -9.9603
O -3.1878 7.8728 -8.6887
C -3.0710 8.8140 -7.7303
C -3.3407 10.2611 -8.0664
O -2.6866 8.4753 -6.6448
H -2.4470 9.6755 -10.6357
H -3.2941 8.8211 -11.9309
H -1.9574 8.0429 -11.0660
H -4.6875 8.7408 -9.8447
H -4.1379 7.1436 -10.2997
H -2.3979 10.7355 -8.3359
H -3.7346 10.7443 -7.1762
H -4.0573 10.4084 -8.8700
C 2.0908 -1.4358 -1.4147
C 3.2471 -2.2150 -2.0040
O 2.8086 -3.3690 -2.7355
C 2.4346 -3.3168 -4.0263
C 2.2009 -1.9737 -4.6805
O 2.2324 -4.3463 -4.6115
H 1.4399 -1.0399 -2.1965
H 2.4567 -0.6055 -0.8143
H 1.4872 -2.0812 -0.7853
H 3.8942 -1.5938 -2.6260
H 3.8709 -2.6149 -1.2051
H 1.1441 -1.7246 -4.5951
H 2.4563 -2.0643 -5.7332
H 2.7910 -1.1625 -4.2631
C 0.6902 -13.1910 0.7701
C -0.2208 -12.2160 1.4861
O -0.0114 -10.8677 1.0551
C -0.6190 -10.3403 -0.0299
C -1.3411 -11.2491 -0.9966
O -0.5079 -9.1635 -0.2305
H 0.4943 -13.2109 -0.3020
H 0.5517 -14.1983 1.1632
H 1.7318 -12.9012 0.9073
H -1.2724 -12.4900 1.3938
H 0.0085 -12.2062 2.5504
H -0.6512 -11.5260 -1.7928
H -2.1675 -10.6901 -1.4275
H -1.7480 -12.1508 -0.5467
```

total charge: 0
HOMO energy: -0.3115 Ha
SMILES: C=Cc1cc2c(cc1Br)C(=O)c1c(S)c(CON=O)cc(P(O)Cl)c1C2=O.CCOC(C)=O.CCOC(C)=O.CCOC(C)=O.CCOC(C)=O.CCOC(C)=O.CCOC(C)=O
LUMO energy: -0.5 eV
strongest force on any atom: 1.509 eV Å⁻¹